Density functional theory data (wB97M-V/def2-TZVPD) for C3H4N2O in the gas phase.

Computed properties:
Orbital gap = 9.848 eV
HOMO energy = -8.80 eV
Energy relative to the best compared isomer or geometry (same formula, charge and spin) = 102.56 kcal/mol
Multiplicity = 1
DFT total energy = -8199.4379 eV
E_LUMO = 1.05 eV

```
10
Properties=species:S:1:pos:R:3:lowdin_charge:R:1
O -0.16 -0.81 0.10 -0.0718
N 2.04 -0.09 -0.67 0.1731
N -2.09 0.04 -0.44 0.0894
C 1.81 0.71 0.29 -0.0687
C -0.91 0.30 0.08 -0.1764
C 1.22 -0.59 0.43 -0.3449
H 1.73 1.76 0.62 0.1195
H -2.73 0.81 -0.69 0.1102
H -2.55 -0.74 -0.70 0.0522
H 1.65 -1.40 0.97 0.1174
```

=====

Density functional theory data (wB97M-V/def2-TZVPD) for C3H4N2O in the gas phase.

Computed properties:
Orbital gap = 9.171 eV
HOMO energy = -8.66 eV
SMILES string = Oc1cnc[nH]1
Energy relative to the best compared isomer or geometry (same formula, charge and spin) = 52.53 kcal/mol
Multiplicity = 1
DFT total energy = -8201.6075 eV
E_LUMO = 0.52 eV

```
10
Properties=species:S:1:pos:R:3:lowdin_charge:R:1
O -1.85 -0.87 0.35 0.0167
N 0.64 -0.83 0.34 0.1047
N 0.72 1.19 -0.60 0.0411
C -0.70 -0.55 -0.33 -0.2875
C -0.48 0.66 -0.94 -0.1262
C 1.31 0.32 0.18 -0.2538
H -1.13 1.23 -1.59 0.1140
H 2.17 0.57 0.78 0.1182
H 1.20 -1.56 0.80 0.1534
H -1.88 -0.16 1.02 0.1194
```

=====

Density functional theory data (wB97M-V/def2-TZVPD) for C3H4N2O in the gas phase.

Computed properties:
Orbital gap = 9.641 eV
HOMO energy = -9.01 eV
SMILES string = Oc1ccn[nH]1
Energy relative to the best compared isomer or geometry (same formula, charge and spin) = 25.75 kcal/mol
Multiplicity = 1
DFT total energy = -8202.7687 eV
E_LUMO = 0.63 eV

```
10
Properties=species:S:1:pos:R:3:lowdin_charge:R:1
O 0.40 -1.07 1.71 0.0731
N -0.54 1.52 -0.45 0.0179
N -0.38 0.89 0.72 0.0252
C -0.10 0.66 -1.35 -0.1796
C 0.16 -0.34 0.59 -0.3855
C 0.36 -0.55 -0.76 -0.0228
H 0.80 -1.41 -1.24 0.0976
H 0.06 -1.96 1.59 0.1157
H -0.63 1.34 1.59 0.1604
H -0.12 0.92 -2.40 0.0980
```

=====

Density functional theory data (wB97M-V/def2-TZVPD) for C3H4N2O in the gas phase.

Computed properties:
Orbital gap = 9.185 eV
HOMO energy = -8.24 eV
SMILES string = Nc1ncco1
Energy relative to the best compared isomer or geometry (same formula, charge and spin) = 22.54 kcal/mol
Multiplicity = 1
DFT total energy = -8202.9080 eV
E_LUMO = 0.95 eV

```
10
Properties=species:S:1:pos:R:3:lowdin_charge:R:1
O 0.01 1.07 -0.04 0.0548
N 1.94 -0.02 0.04 0.1596
N -0.17 -1.16 0.00 0.1075
C -1.42 -0.64 0.05 -0.1536
C -1.36 0.72 0.01 -0.0731
C 0.60 -0.14 -0.08 -0.5192
H 2.41 0.81 0.31 0.0938
H -2.04 1.52 0.05 0.0940
H -2.24 -1.37 -0.01 0.1138
H 2.45 -0.89 -0.17 0.1224
```

=====

What did the third record say?
Density functional theory data (wB97M-V/def2-TZVPD) for C3H4N2O in the gas phase.

Computed properties:
Orbital gap = 9.641 eV
HOMO energy = -9.01 eV
SMILES string = Oc1ccn[nH]1
Energy relative to the best compared isomer or geometry (same formula, charge and spin) = 25.75 kcal/mol
Multiplicity = 1
DFT total energy = -8202.7687 eV
E_LUMO = 0.63 eV

```
10
Properties=species:S:1:pos:R:3:lowdin_charge:R:1
O 0.40 -1.07 1.71 0.0731
N -0.54 1.52 -0.45 0.0179
N -0.38 0.89 0.72 0.0252
C -0.10 0.66 -1.35 -0.1796
C 0.16 -0.34 0.59 -0.3855
C 0.36 -0.55 -0.76 -0.0228
H 0.80 -1.41 -1.24 0.0976
H 0.06 -1.96 1.59 0.1157
H -0.63 1.34 1.59 0.1604
H -0.12 0.92 -2.40 0.0980
```

=====

DFT total energy of number 1 (C3H4N2O)?
-8199.4379 eV

=====

Which value of energy relative to the best compared isomer or geometry (same formula, charge and spin) does entry 3 give?
25.75 kcal/mol